{
  "formula": "C4H2NO3",
  "method": "the ωB97M-V functional and the def2-TZVPD basis",
  "species": ["N", "C", "C", "O", "H", "C", "O", "C", "H", "O"],
  "positions_angstrom": [[-2.19213, 2.97996, 0.25131], [-0.18231, -1.64031, -0.12809], [1.77301, 0.19122, -0.10124], [2.12003, -0.83021, 0.75505], [0.05497, -2.52206, 0.51563], [-1.83499, 1.87919, -0.02621], [2.28016, 1.23451, -0.40508], [0.81858, -0.74818, -0.00999], [-1.59616, 0.90123, -0.15015], [-1.24117, -1.44535, -0.70123]],
  "nbo_charge": [-0.378, 0.254, 0.737, -0.567, 0.089, 0.116, -0.622, -0.146, 0.248, -0.731],
  "charge": -1,
  "relative_energy_kj_mol": 292.1,
  "max_force_ha_per_bohr": 0.1517,
  "orbital_gap_ha": 0.279,
  "total_energy_ev": -11811.1941,
  "multiplicity": 1
}